Record 1
C19H17N3O6S | ωB97M-V/def2-TZVPD

## Properties
**Structure (SMILES)**: COC(=O)CSc1cc([N+](=O)[O-])cc2c1c(C1OCCO1)nn2-c1ccccc1
**HOMO energy**: -8.7 eV
**Electronic energy**: -1747.97813 hartree
**Relative energy (zero: lowest compared OMol25 entry of this formula, charge and spin)**: 3.305 eV
**Maximum force**: 3.74 eV/Å
**Orbital gap**: 7.44 eV
**Charge**: 0

Bonds (Å) are listed after each position.
Cartesian coordinates (Å):
1 C 2.64 3.46 0.86  O2 1.441, H30 1.115, H31 1.095, H32 1.108
2 O 2.77 2.06 1.16  C1 1.441, C3 1.341
3 C 3.79 1.43 0.57  O2 1.341, O4 1.249, C5 1.514
4 O 4.77 1.99 0.03  C3 1.249
5 C 3.71 -0.09 0.56  C3 1.514, S6 1.837, H33 1.110, H34 1.070
6 S 3.33 -0.75 -1.11  C5 1.837, C7 1.749
7 C 1.79 0.06 -1.30  S6 1.749, C8 1.416, C15 1.409
8 C 1.86 1.31 -1.97  C7 1.416, C9 1.409, H35 1.087
9 C 0.73 2.15 -2.03  C8 1.409, N10 1.420, C13 1.400
10 N 0.80 3.31 -2.84  C9 1.420, O11 1.235, O12 1.245
11 O 1.90 3.60 -3.33  N10 1.235
12 O -0.23 3.98 -3.06  N10 1.245
13 C -0.46 1.66 -1.48  C9 1.400, C14 1.407, H36 1.078
14 C -0.57 0.42 -0.82  C13 1.407, C15 1.402, N23 1.392
15 C 0.58 -0.36 -0.72  C7 1.409, C14 1.402, C16 1.467
16 C 0.20 -1.58 0.00  C15 1.467, C17 1.533, N22 1.295
17 C 1.05 -2.82 0.29  C16 1.533, O18 1.415, O21 1.429, H37 1.066
18 O 1.49 -2.84 1.63  C17 1.415, C19 1.425
19 C 0.81 -3.90 2.30  O18 1.425, C20 1.521, H38 1.111, H39 1.084
20 C 0.47 -4.87 1.18  C19 1.521, O21 1.427, H40 1.076, H41 1.089
21 O 0.33 -4.03 0.03  C17 1.429, C20 1.427
22 N -1.06 -1.51 0.29  C16 1.295, N23 1.386
23 N -1.57 -0.32 -0.20  C14 1.392, N22 1.386, C24 1.388
24 C -2.91 0.05 -0.07  N23 1.388, C25 1.398, C29 1.397
25 C -3.66 -0.49 0.98  C24 1.398, C26 1.422, H42 1.103
26 C -5.02 -0.15 1.22  C25 1.422, C27 1.431, H43 1.102
27 C -5.67 0.73 0.29  C26 1.431, C28 1.362, H44 1.057
28 C -4.99 1.23 -0.78  C27 1.362, C29 1.415, H45 1.079
29 C -3.63 0.88 -0.92  C24 1.397, C28 1.415, H46 1.091
30 H 2.63 3.72 -0.22  C1 1.115
31 H 1.67 3.77 1.26  C1 1.095
32 H 3.48 4.05 1.29  C1 1.108
33 H 4.64 -0.54 0.95  C5 1.110
34 H 2.95 -0.40 1.25  C5 1.070
35 H 2.79 1.63 -2.42  C8 1.087
36 H -1.33 2.29 -1.57  C13 1.078
37 H 1.90 -2.80 -0.35  C17 1.066
38 H -0.15 -3.54 2.74  C19 1.111
39 H 1.45 -4.32 3.06  C19 1.084
40 H 1.22 -5.62 1.01  C20 1.076
41 H -0.46 -5.38 1.39  C20 1.089
42 H -3.13 -1.13 1.71  C25 1.103
43 H -5.59 -0.57 2.05  C26 1.102
44 H -6.67 1.03 0.42  C27 1.057
45 H -5.48 1.88 -1.49  C28 1.079
46 H -3.15 1.33 -1.79  C29 1.091

Record 2
C19H17N3O6S | ωB97M-V/def2-TZVPD

## Properties
**Structure (SMILES)**: COc1ccc(-n2c(COc3ccc4c(c3)OCO4)nnc2SCC(=O)O)cc1
**HOMO energy**: -8.0 eV
**Electronic energy**: -1748.09960 hartree
**Relative energy (zero: lowest compared OMol25 entry of this formula, charge and spin)**: 0.000 eV
**Maximum force**: 1.36 eV/Å
**Orbital gap**: 8.49 eV
**Charge**: 0

Bonds (Å) are listed after each position.
Cartesian coordinates (Å):
1 C -2.98 -3.01 -1.19  O2 1.410, H30 1.094, H31 1.089, H32 1.094
2 O -2.29 -2.73 0.01  C1 1.410, C3 1.356
3 C -1.25 -1.86 -0.01  O2 1.356, C4 1.397, C29 1.391
4 C -0.60 -1.66 1.20  C3 1.397, C5 1.376, H33 1.078
5 C 0.46 -0.78 1.29  C4 1.376, C6 1.391, H34 1.079
6 C 0.88 -0.09 0.16  C5 1.391, N7 1.410, C28 1.386
7 N 1.95 0.82 0.25  C6 1.410, C8 1.375, C22 1.367
8 C 1.97 2.17 -0.04  N7 1.375, C9 1.492, N20 1.301
9 C 0.79 2.97 -0.46  C8 1.492, O10 1.417, H35 1.094, H36 1.094
10 O -0.25 2.84 0.49  C9 1.417, C11 1.367
11 C -1.38 2.11 0.19  O10 1.367, C12 1.388, C16 1.403
12 C -1.96 2.06 -1.07  C11 1.388, C13 1.394, H37 1.079
13 C -3.11 1.30 -1.30  C12 1.394, C14 1.370, H38 1.077
14 C -3.64 0.62 -0.25  C13 1.370, C15 1.396, O19 1.373
15 C -3.08 0.70 1.03  C14 1.396, C16 1.369, O17 1.364
16 C -1.95 1.44 1.27  C11 1.403, C15 1.369, H39 1.075
17 O -3.80 -0.06 1.90  C15 1.364, C18 1.412
18 C -4.82 -0.66 1.13  O17 1.412, O19 1.413, H40 1.102, H41 1.101
19 O -4.73 -0.22 -0.21  C14 1.373, C18 1.413
20 N 3.17 2.64 0.17  C8 1.301, N21 1.340
21 N 3.96 1.65 0.59  N20 1.340, C22 1.306
22 C 3.23 0.57 0.64  N7 1.367, N21 1.306, S23 1.735
23 S 3.77 -1.01 1.14  C22 1.735, C24 1.818
24 C 5.56 -0.66 1.15  S23 1.818, C25 1.509, H42 1.088, H43 1.093
25 C 6.20 -0.87 -0.20  C24 1.509, O26 1.200, O27 1.333
26 O 7.35 -1.19 -0.35  C25 1.200
27 O 5.37 -0.64 -1.21  C25 1.333, H44 0.970
28 C 0.25 -0.31 -1.06  C6 1.386, C29 1.383, H45 1.080
29 C -0.81 -1.19 -1.15  C3 1.391, C28 1.383, H46 1.078
30 H -2.31 -3.42 -1.95  C1 1.094
31 H -3.73 -3.75 -0.93  C1 1.089
32 H -3.48 -2.11 -1.58  C1 1.094
33 H -0.95 -2.19 2.07  C4 1.078
34 H 0.96 -0.62 2.23  C5 1.079
35 H 0.47 2.66 -1.46  C9 1.094
36 H 1.09 4.02 -0.49  C9 1.094
37 H -1.55 2.62 -1.89  C12 1.079
38 H -3.56 1.26 -2.28  C13 1.077
39 H -1.51 1.50 2.25  C16 1.075
40 H -4.70 -1.76 1.16  C18 1.102
41 H -5.81 -0.39 1.54  C18 1.101
42 H 6.03 -1.30 1.89  C24 1.088
43 H 5.66 0.39 1.42  C24 1.093
44 H 5.83 -0.74 -2.06  O27 0.970
45 H 0.60 0.20 -1.94  C28 1.080
46 H -1.29 -1.33 -2.10  C29 1.078

| no. | M (g/mol) |
| --- | --- |
| 1 | 415.4 |
| 2 | 415.4 |